# 1
20
Properties=species:S:1:pos:R:3:forces:R:3 method="wB97M-V/def2-TZVPD" e_homo_ev=-7.56 e_above_lowest_ev=5.961 smiles="CC(C)=C(O)CNN" charge=0 homo_lumo_gap_ev=8.408
C -0.252898 1.123808 -2.044219 0.52 -0.10 0.08
C -0.319470 0.792736 -0.565133 -3.08 -0.29 -1.17
C -0.939726 1.923239 0.249411 0.53 0.20 0.50
C -0.695509 -0.511126 -0.253060 2.47 1.05 0.56
O -0.625471 -1.494757 -1.186174 -0.13 -0.04 0.03
C -0.292176 -0.920948 1.130648 -0.42 0.23 -0.18
N 1.191625 -0.850094 0.922398 -3.28 1.64 -0.96
N 1.761958 -2.082895 1.264284 1.12 0.53 0.93
H -1.245771 1.289200 -2.468845 -0.09 0.10 0.10
H 0.331545 2.029947 -2.206958 0.02 0.02 -0.05
H 0.187457 0.304761 -2.608364 0.12 0.02 -0.04
H -2.026988 1.861071 0.326155 0.05 -0.11 -0.03
H -0.516687 1.960711 1.253025 -0.22 0.12 0.19
H -0.724153 2.889700 -0.204871 0.14 -0.03 -0.08
H -0.162109 -2.254228 -0.793679 -0.18 0.14 -0.08
H -0.709341 -1.898468 1.415043 0.61 0.10 -0.09
H -0.588316 -0.197313 1.898673 -0.23 -0.17 -0.15
H 1.129363 0.391564 0.659440 1.77 -3.43 0.62
H 2.716602 -2.140273 0.931816 -0.03 -0.01 -0.16
H 1.780066 -2.216635 2.280411 0.31 0.06 -0.04



# 2
8
Properties=species:S:1:pos:R:3:forces:R:3 method="wB97M-V/def2-TZVPD" multiplicity=4 e_homo_ev="-14.91 / -13.88" e_above_lowest_ev=4.735 charge=+1 homo_lumo_gap_ev="9.024 / 6.865"
C 1.018903 -0.978242 0.325852 0.10 -0.12 -3.57
C 0.789159 -0.664903 1.496994 0.30 0.01 1.76
O 0.966821 -0.842300 -1.013536 -0.22 -0.17 1.30
H 1.838542 -0.738526 -1.419489 0.35 -0.10 0.13
O -1.033755 0.854510 1.910456 -4.33 2.09 -2.65
C -1.504904 1.127606 0.835891 5.98 -2.37 2.99
O -1.218129 1.126376 -0.325248 -2.69 1.90 1.69
Co -0.856638 0.115480 -1.810920 0.52 -1.25 -1.66



# 3
68
Properties=species:S:1:pos:R:3:forces:R:3 method="wB97M-V/def2-TZVPD" e_homo_ev="-15.04 / -15.04" charge=+2 homo_lumo_gap_ev="4.692 / 5.588"
Pd -0.059725 0.132788 -0.014746 -0.77 -0.99 -0.29
O -0.441335 -1.776805 0.944023 0.00 0.67 0.30
Cl -1.400129 -0.957572 1.787289 0.04 0.23 0.25
O -2.136321 -1.709462 2.698052 0.13 0.02 -0.44
O -0.565002 0.076382 2.371241 -0.55 -0.25 0.42
O -2.215813 -0.298754 0.724466 0.50 0.15 0.17
N -0.239343 1.803133 -0.862949 1.04 0.65 -0.26
C -0.307293 3.075906 -0.722355 -0.81 -0.61 0.20
C -1.394580 3.808555 -0.131787 0.02 0.06 0.16
C -2.252776 3.184867 0.794180 0.06 0.07 -0.08
C -3.266945 3.917172 1.365240 -0.02 0.08 0.01
C -3.444292 5.254035 1.003300 0.04 -0.02 0.01
C -2.607948 5.867448 0.075220 -0.04 -0.02 -0.01
C -1.580236 5.149559 -0.502755 -0.03 -0.02 0.11
C 0.916310 3.691667 -1.287822 -0.02 -0.13 -0.31
C 1.385805 3.289475 -2.547040 -0.04 0.08 0.08
C 2.552255 3.853271 -3.032724 0.06 0.01 0.04
C 3.257355 4.760319 -2.250809 0.01 -0.07 0.03
C 2.787112 5.144758 -0.993527 0.01 -0.01 0.01
C 1.618702 4.607084 -0.492159 0.05 -0.04 -0.08
H -2.100944 2.152411 1.080475 0.01 0.00 -0.01
H -3.917066 3.462801 2.099420 -0.03 0.00 -0.01
H -4.247343 5.823216 1.452418 0.00 0.01 0.01
H -2.761724 6.901985 -0.196820 -0.03 0.00 -0.01
H -0.944410 5.608096 -1.248447 0.05 -0.01 0.02
H 0.817984 2.581205 -3.135695 -0.01 0.03 0.00
H 2.915494 3.587242 -4.015848 0.01 -0.02 0.00
H 4.196237 5.158399 -2.611281 -0.03 0.09 -0.03
H 3.337139 5.866447 -0.405371 0.04 -0.01 0.00
H 1.256644 4.878165 0.490630 -0.04 0.03 -0.01
C -0.222056 0.001946 -4.093396 0.02 0.03 0.00
C 0.569151 -0.865473 -3.141404 -0.07 -0.04 -0.01
O -0.199820 -1.232684 -1.968641 -0.01 0.10 -0.27
H 0.433933 0.397637 -4.869857 -0.03 -0.04 -0.03
H -0.681428 0.841425 -3.567585 0.00 0.00 0.00
H -1.010541 -0.566195 -4.587990 -0.01 0.01 0.01
H 1.450286 -0.347008 -2.760540 -0.01 0.01 0.03
H 0.901006 -1.783865 -3.627343 0.03 0.01 0.00
H -1.072369 -1.529662 -2.263838 0.03 -0.07 0.10
C 8.243491 -5.434402 -1.569495 -0.01 0.02 -0.12
C 7.442617 -4.177673 -1.916519 0.12 -0.14 0.03
S 6.511940 -3.696135 -0.503210 -0.09 -0.24 0.48
O 7.398427 -3.409148 0.595525 -0.14 -0.02 -0.16
O 5.406448 -4.609560 -0.311159 0.13 0.12 -0.02
C 5.740646 -2.142493 -0.940390 -0.07 0.07 0.00
C 5.098997 -1.664362 0.359463 0.11 0.04 -0.04
N 3.981527 -0.722563 0.132080 -0.01 -0.23 0.06
C 2.697281 -1.104400 0.150362 -0.16 -0.05 -0.08
N 1.920087 -0.011889 -0.029461 0.54 0.06 -0.06
C 2.743932 1.079504 -0.168228 -0.06 -0.06 0.17
C 4.009776 0.633343 -0.064117 0.12 0.07 -0.05
N 5.204546 1.432859 -0.198560 -0.01 0.06 0.04
O 6.256239 0.849851 -0.322464 0.05 -0.03 0.02
O 5.032475 2.631350 -0.193363 -0.03 0.04 -0.05
C 2.287047 -2.520856 0.323241 -0.01 0.02 -0.07
H 8.828128 -5.733401 -2.437133 -0.01 0.01 -0.01
H 7.582727 -6.257467 -1.304298 -0.01 0.01 0.02
H 8.925799 -5.243079 -0.744502 -0.01 0.01 0.01
H 6.714375 -4.353046 -2.708933 0.09 0.04 -0.08
H 8.088115 -3.330358 -2.151926 0.01 -0.05 -0.10
H 4.994843 -2.381038 -1.699908 0.01 0.12 -0.04
H 6.483164 -1.440309 -1.314280 -0.05 -0.01 -0.02
H 5.834074 -1.194568 1.004921 -0.04 0.06 -0.02
H 4.676788 -2.511407 0.894447 0.01 0.03 0.04
H 2.415058 2.087167 -0.318605 -0.07 0.07 0.00
H 2.466607 -2.848957 1.348992 -0.03 0.02 0.01
H 2.866238 -3.170999 -0.334330 0.04 0.03 0.02
H 1.237534 -2.642578 0.103425 0.03 -0.10 -0.11



# 4
44
Properties=species:S:1:pos:R:3:forces:R:3 method="wB97M-V/def2-TZVPD" e_homo_ev=-4.08 e_above_lowest_ev=0.243 charge=-1 homo_lumo_gap_ev=6.472
Be -8.148979 -0.938275 -12.623055 -0.63 0.17 0.28
N -8.862172 0.665259 -16.177809 -0.31 -0.75 0.12
C -8.900766 -0.029316 -14.987954 -0.27 0.16 1.48
S -7.290476 -0.323175 -14.242357 0.05 0.28 -1.12
N -10.032890 -0.297427 -14.366144 1.38 -0.14 0.24
N -9.717982 -0.796667 -13.062502 -1.78 -0.03 -0.52
C -10.686713 -1.137334 -12.249515 1.01 0.14 -0.10
C -10.362482 -1.540606 -10.888452 -0.56 -0.06 0.43
C -11.395703 -1.971517 -9.992965 1.98 1.01 -1.13
C -11.115730 -2.338929 -8.724434 0.73 0.38 0.49
C -9.796897 -2.252710 -8.233501 -0.20 0.06 -1.33
C -8.779969 -1.815064 -9.039419 0.19 -0.44 -0.37
C -9.042703 -1.507175 -10.398881 0.72 0.38 -0.03
O -8.001846 -1.164921 -11.164125 -0.09 -0.36 0.51
H -7.970265 0.524795 -16.659637 -0.89 0.22 -0.08
H -9.749797 0.683416 -16.697912 0.93 -0.08 0.21
H -11.741417 -1.093330 -12.550947 0.47 0.02 -0.10
H -12.378095 -1.907569 -10.342895 -1.45 -0.24 -0.48
H -11.925487 -2.597846 -8.100317 -0.63 -0.49 0.77
H -9.510341 -2.607827 -7.286000 -0.10 -0.27 1.27
H -7.743369 -1.854889 -8.668186 -0.56 0.27 -0.43
S -3.271572 -2.135948 -13.224770 0.08 0.18 0.07
C -4.698125 -3.012486 -13.091850 -1.03 -0.65 -0.28
N -5.212951 -3.411790 -11.917644 1.18 1.23 1.02
C -6.428023 -4.121608 -11.710878 -0.92 -1.71 0.15
C -6.643886 -5.058760 -12.930775 0.60 0.84 0.07
C -6.615966 -4.223805 -14.235839 0.10 0.14 -0.06
N -5.393298 -3.396496 -14.193112 -0.09 0.15 0.91
H -4.771715 -3.007027 -11.093497 -0.02 -0.21 -0.60
H -7.299117 -3.512658 -11.491047 -0.11 0.41 -0.38
H -6.315058 -4.721335 -10.773156 0.00 0.15 -0.81
H -7.599003 -5.565337 -12.852480 0.23 -0.27 0.05
H -5.748469 -5.713026 -12.895509 -0.75 -0.14 -0.35
H -7.567465 -3.621549 -14.345905 1.03 -0.40 0.25
H -6.508695 -4.826524 -15.171223 -0.31 0.11 0.91
H -5.007238 -2.967346 -14.996512 0.03 0.09 -0.96
C -8.845262 -8.104099 -11.991793 1.59 0.32 1.18
O -9.206019 -6.828727 -11.496613 -0.98 1.05 -0.87
C -9.899508 -5.978200 -12.401938 0.78 -0.25 1.98
S -10.249989 -6.579864 -13.869538 -0.50 -0.19 -1.63
S -10.210644 -4.446727 -11.754953 0.14 -0.31 -0.09
H -8.469070 -8.578912 -11.070427 -0.04 -0.22 -0.41
H -7.992805 -7.985807 -12.696609 -0.69 -0.38 0.10
H -9.667872 -8.659781 -12.397748 -0.29 -0.19 -0.37



# 5
15
Properties=species:S:1:pos:R:3:forces:R:3 method="wB97M-V/def2-TZVPD" e_homo_ev=-8.15 e_above_lowest_ev=2.746 smiles=Cn1ccc(NS)n1 charge=0 homo_lumo_gap_ev=9.036
C -0.231572 -1.429663 1.388048 0.24 -0.56 0.27
N -0.149705 -0.317396 0.485174 -0.44 0.53 -0.06
C -0.876735 0.789982 0.714459 2.46 1.90 -3.48
C -0.407843 1.675716 -0.307793 -0.26 0.22 0.12
C 0.573509 1.000730 -1.107014 -0.41 -0.33 0.61
N 1.455245 1.432643 -2.323244 -1.90 -1.55 3.14
S 1.707101 0.024096 -3.336598 0.09 0.14 -0.41
N 0.687488 -0.226740 -0.564903 0.55 -0.15 -0.41
H -1.228440 -1.412443 1.843014 0.24 -0.09 -0.16
H -0.087681 -2.373707 0.870312 0.03 0.02 -0.07
H 0.508321 -1.329432 2.187346 0.01 -0.12 -0.12
H -1.540807 0.964900 1.526592 -0.33 -0.19 0.31
H -0.721620 2.689850 -0.469949 -0.20 0.16 0.09
H 0.935070 2.100417 -2.880457 -0.20 -0.01 0.11
H 2.004524 -0.798036 -2.326509 0.10 0.03 0.04



# 6
15
Properties=species:S:1:pos:R:3:forces:R:3 method="wB97M-V/def2-TZVPD" e_homo_ev=-9.07 e_above_lowest_ev=3.495 charge=0 homo_lumo_gap_ev=9.382
C -1.177756 -1.161045 0.210145 0.06 -0.18 0.02
C -0.270105 0.046382 0.035320 0.43 -0.76 -0.03
C -0.713935 1.014378 -0.974694 -0.28 0.63 1.60
N -0.504000 1.150419 0.932650 -0.97 0.45 -1.74
C 1.159164 -0.292853 0.369056 0.43 -0.26 0.41
O 1.308992 -0.823556 1.445749 0.58 -0.72 0.37
N 2.191607 0.112024 -0.407461 -0.11 -0.13 -0.16
H -2.238727 -0.882947 0.164099 0.27 0.08 -0.09
H -0.966052 -1.908722 -0.558419 -0.10 0.00 0.04
H -0.974908 -1.605817 1.187695 -0.01 0.03 -0.16
H -0.072655 1.766923 -1.457010 -0.12 -0.32 0.80
H -1.651228 0.863448 -1.534023 0.22 0.07 0.94
H -1.181093 0.821248 1.666220 -0.29 0.76 -1.46
H 1.963301 0.826990 -1.064043 0.32 0.25 -0.45
H 3.127388 0.073132 -0.015278 -0.43 0.11 -0.10



# 7
21
Properties=species:S:1:pos:R:3:forces:R:3 method="wB97M-V/def2-TZVPD" e_homo_ev=-12.08 e_above_lowest_ev=2.745 charge=+1 homo_lumo_gap_ev=8.880
C -1.010315 0.324699 -1.535825 0.57 0.59 0.52
C -1.687918 -0.216310 -0.244634 1.38 -0.74 -1.71
C -0.790208 -0.938051 0.753483 -0.80 1.41 -0.45
C 0.508787 -1.095897 0.545919 0.57 -1.84 0.21
N 1.478901 -1.445262 1.472782 -0.04 0.75 0.13
C 1.867410 -2.526190 1.968267 0.11 -0.09 1.39
N -0.771582 1.805313 -1.395267 -0.99 1.25 -1.26
H -0.019050 -0.044482 -1.795469 -0.22 -0.44 0.17
H -1.645566 0.198712 -2.408874 -0.07 0.05 0.06
H -2.092723 0.649535 0.273064 -0.81 -0.23 -0.06
H -2.394968 -0.896038 -0.733760 -0.65 0.17 1.10
H -1.319091 -1.010603 1.699975 0.65 -0.44 0.17
H 0.978059 -1.037703 -0.428475 -0.22 0.45 -0.21
H 1.500617 -3.547963 1.858659 -0.44 0.13 -0.73
H 2.596832 -2.443955 2.782573 0.19 -0.02 -0.44
H -0.611328 2.248755 -2.303492 0.77 -0.40 -0.18
H 0.001948 2.094151 -0.765932 0.19 -0.43 0.32
H -1.644473 2.298451 -1.193863 -0.01 -0.25 0.91
H 1.810161 2.606347 0.755701 0.11 -0.32 -0.08
H 1.631890 1.066545 0.583221 0.16 0.06 0.25
O 1.612620 1.909947 0.111946 -0.43 0.32 -0.12



What is the charge in the seventh record?
+1



Look up the charge of the first one.
0